101
Properties=species:S:1:pos:R:3 method="wB97M-V/def2-TZVPD" charge=0 gap_ha=0.352 total_energy_ha=-2322.97258
O 4.09 4.20 -2.33
C -2.17 -1.86 4.95
H 0.88 -0.64 1.19
H -5.26 -3.02 5.39
H -4.13 2.98 -3.61
H 5.91 3.93 -1.35
C -7.19 3.69 -4.55
H -4.27 1.76 -6.13
H 1.16 0.20 -1.18
H 3.86 -1.36 3.36
H 4.49 3.88 -0.20
H 5.61 -5.26 -0.06
H -8.07 5.01 -6.80
H -7.29 6.52 -6.30
H -1.41 -2.48 5.44
H 2.37 0.72 4.35
H 2.18 -1.94 1.65
H -2.60 2.56 -2.80
H -7.20 5.76 -3.99
C 6.40 -4.14 1.63
C 3.65 -1.05 4.39
H 4.05 -0.40 -2.25
H 1.27 4.31 -0.36
H 0.39 -3.03 2.89
H 1.66 -0.69 -2.70
C -6.00 4.75 -6.25
H -4.56 -0.27 -4.92
C 2.71 4.37 -2.04
O -0.22 -2.83 -1.35
H -2.81 -2.12 -1.39
C 2.46 -2.11 6.09
O -6.04 3.60 -5.41
H 3.80 -1.03 -0.50
C 3.52 1.26 -0.79
H -4.03 -0.93 5.51
H -0.81 -1.76 2.30
H -2.57 3.35 -5.42
H 7.40 -4.54 1.41
H 5.21 1.55 -2.32
H 2.46 -0.04 6.66
H 6.01 -4.56 3.75
O 4.12 -4.38 1.05
H -1.24 -0.79 -2.61
H 5.85 -5.95 2.66
H -3.77 -4.05 3.34
O -2.48 -2.47 3.69
C -3.26 2.31 -3.63
H 1.58 6.02 -0.92
H 4.47 -0.42 4.74
H -1.25 -0.67 -0.27
O -3.75 0.96 -3.46
O 1.89 4.00 -2.93
H 1.72 -2.84 5.74
C 1.14 -1.76 1.19
C -0.05 -2.54 1.96
H 2.74 -2.36 7.11
H 5.69 1.65 -0.56
H -6.90 3.44 -3.53
H -7.92 2.95 -4.90
H -5.80 4.45 -7.28
H 5.48 -3.49 -0.24
C 5.69 -4.87 2.75
C -3.63 0.27 -4.71
C -3.46 -1.83 5.75
H -3.79 -3.95 5.72
H -2.81 -0.45 -4.62
C 4.86 1.97 -1.30
C -4.18 -3.05 5.23
H 0.86 -0.62 6.15
C -2.56 2.35 -4.97
C 3.42 -0.29 -1.29
H -4.47 -2.43 3.18
H -5.18 5.40 -5.91
C 2.10 5.02 -0.73
H 3.43 1.28 0.37
H -8.79 5.17 -4.49
H 2.83 5.12 0.14
C 1.86 -0.63 -1.57
C -7.72 5.10 -4.69
H 2.60 1.78 -1.22
H -2.78 0.92 -6.62
Si 1.27 -2.25 -0.69
C 4.82 3.57 -1.25
C 5.43 -4.32 0.48
H -0.51 -3.28 1.22
H 2.32 -3.26 -0.92
C -3.79 -3.05 3.77
C 2.32 -0.35 4.54
C 4.24 -4.54 2.47
C -3.33 1.32 -5.76
H -3.29 -1.85 6.83
H 6.50 -3.08 1.88
H 3.95 -3.59 2.93
H 1.59 -0.78 3.84
O 3.61 -2.21 5.24
Si -1.45 -1.60 -1.40
H -1.52 2.04 -4.86
C -7.34 5.45 -6.11
C 1.93 -0.70 5.96
H 3.55 -5.31 2.81
H -1.75 -0.87 4.79

=====

8
Properties=species:S:1:pos:R:3 method="wB97M-V/def2-TZVPD" charge=+1 gap_ha=0.352 de_lowest_ev=3.9841 total_energy_ha=-258.51707
N 0.56 1.44 -0.79
C -0.01 -0.61 0.39
N -0.36 1.81 -1.48
H -0.17 2.67 -2.06
H 0.61 -1.85 1.95
N 0.44 0.27 -0.29
H -1.03 -2.04 1.11
N -0.05 -1.68 1.16

=====

39
Properties=species:S:1:pos:R:3 method="wB97M-V/def2-TZVPD" charge=0 gap_ha=0.339 de_lowest_ev=7.3703 total_energy_ha=-896.78834
H -5.01 0.42 -0.16
H 0.15 -0.33 2.70
H -3.85 -0.67 1.44
O 1.72 0.25 2.46
C -3.41 -1.02 0.44
H 1.41 2.56 2.19
C 1.90 0.61 -2.83
C -0.91 -0.50 0.87
N -0.81 -0.41 2.42
C -4.65 -0.65 -0.30
H 0.65 -0.94 -1.34
H -1.04 0.47 2.65
H -2.59 0.77 -0.08
H -2.15 -2.66 1.22
H 3.94 -0.95 0.98
N 2.36 2.25 1.82
O 1.25 -0.14 -3.59
C 3.37 0.35 -0.76
C 2.03 0.65 -1.38
H -4.44 -0.42 -1.52
H -2.19 -0.38 -1.19
H -0.72 -1.52 0.70
H 4.61 0.81 1.15
C -2.25 -0.28 0.04
C 2.50 0.89 1.65
H 2.52 2.99 0.97
H -2.21 -2.92 -0.59
H 4.00 -0.38 -1.41
O 0.02 1.63 0.35
H 3.93 1.23 -1.19
C -2.81 -2.54 0.38
H -5.58 -1.28 -0.17
N 1.05 -0.20 -0.81
H 2.86 1.78 -4.09
O 2.79 1.49 -3.16
C 3.73 0.25 0.70
C 0.17 0.36 0.07
H -3.75 -3.17 0.43
H 1.44 1.60 -1.06

=====

69
Properties=species:S:1:pos:R:3 method="wB97M-V/def2-TZVPD" charge=0 gap_ha=0.278 de_lowest_ev=0.0241 total_energy_ha=-9157.88122
S 2.35 -3.47 5.26
C -4.71 -1.03 0.59
F 2.39 -6.09 5.24
C -2.59 3.33 0.90
F 0.53 -5.20 5.91
C -3.88 -0.23 1.35
C -4.19 -1.75 -0.49
H -1.86 0.24 -2.51
C -0.69 0.02 -4.29
H -4.56 2.02 -2.15
C -3.97 3.18 0.97
H -5.76 -1.11 0.83
C 1.51 3.05 -4.56
P -0.11 3.27 -0.28
C 2.10 2.28 -3.56
O 4.84 -1.70 4.97
C 6.10 -3.76 3.89
H -2.44 -2.24 -1.61
C -0.12 3.85 -2.98
H -4.28 0.33 2.19
H 2.37 -1.43 -4.44
C -2.63 2.54 -1.37
H -1.88 0.51 1.64
C 1.53 -5.11 5.03
C 0.03 -0.69 -2.11
O 1.35 -2.51 4.80
C -2.01 -0.84 -0.03
Se 0.40 5.14 0.50
C -2.53 -0.12 1.04
H -2.04 3.73 1.74
H -4.49 3.45 1.89
C 1.45 -1.05 -4.02
C -4.01 2.38 -1.29
F 7.20 -3.04 3.70
C -4.68 2.70 -0.12
C 0.57 1.87 0.65
C -0.93 -0.10 -2.93
H -4.84 -2.38 -1.08
H 1.93 3.05 -5.56
C 0.50 -0.46 -4.84
Ca 2.07 -1.87 2.57
N 1.34 2.18 1.72
H -1.43 0.48 -4.93
H -0.05 4.44 -5.04
C 1.22 -1.17 -2.66
Se 0.57 -2.77 0.30
F 5.97 -4.65 2.92
H 0.68 -0.36 -5.90
H -0.95 4.50 -2.75
O 4.53 -2.11 2.55
S 4.65 -2.63 3.91
H -5.75 2.59 -0.06
C -2.85 -1.66 -0.79
N 1.74 1.07 2.28
C 0.51 0.47 0.59
H 1.95 -1.65 -2.02
H 2.97 1.68 -3.78
P -0.24 -0.86 -0.34
C 0.40 3.83 -4.27
C -1.91 3.00 -0.27
N 1.25 0.03 1.63
F 1.03 -5.20 3.80
H 2.04 1.70 -1.50
H -2.12 2.32 -2.30
C 0.46 3.06 -1.99
O 2.82 -3.40 6.59
C 1.57 2.29 -2.28
F 6.17 -4.38 5.06
N 3.40 -3.59 4.07

=====

20
Properties=species:S:1:pos:R:3 method="wB97M-V/def2-TZVPD" charge=+1 gap_ha="0.262 / 0.262" de_lowest_ev=7.0797 total_energy_ha=-490.67690
H -3.53 0.84 0.81
C -0.42 2.01 -0.72
H 3.51 -1.72 0.43
H 4.27 -0.19 -0.16
H 0.16 -2.56 -0.55
H 3.76 -0.34 1.43
N 0.82 1.64 -0.55
H -2.43 1.71 -0.68
H -3.42 -1.01 1.40
H -0.60 2.90 -1.16
C 1.82 1.09 -0.18
N 1.41 -1.18 -0.10
C -3.17 -0.25 0.61
H -3.65 -0.55 -0.35
C 3.52 -0.56 0.41
C -1.54 1.16 -0.46
N 2.25 -0.15 0.00
C -1.80 -0.10 0.04
N -1.11 -1.19 0.02
C 0.15 -1.55 -0.25

=====

64
Properties=species:S:1:pos:R:3 method="wB97M-V/def2-TZVPD" charge=0 gap_ha=0.415 de_lowest_ev=0.2562 total_energy_ha=-4267.71136
O -2.30 -1.50 -2.68
H 2.78 -1.22 0.96
C 3.94 5.57 -2.14
O -1.61 -2.99 -1.13
Cl 1.31 0.79 -0.48
C -3.11 0.47 -0.34
C 2.58 -5.85 -1.92
N -2.24 1.09 0.07
C 3.14 6.10 -1.05
H -4.22 2.51 4.06
O -1.58 2.50 4.96
C -1.01 -0.51 3.96
H 3.12 5.45 -0.18
H -5.13 0.24 -1.00
H 2.75 -0.52 -2.54
C -3.94 -3.33 -3.66
H 1.61 3.65 3.48
H -4.39 -1.18 -0.24
O 3.51 -4.86 0.39
H 2.20 -6.57 -1.18
H -4.39 -4.20 -4.14
Cl 0.41 3.40 -1.24
H 0.72 4.54 4.75
H 0.22 -1.99 -1.28
H 2.13 6.32 -1.40
C 0.72 3.67 4.10
H 3.62 7.05 -0.78
H -3.42 1.18 3.29
H 2.01 -6.08 -2.82
C -3.65 2.24 3.17
O 2.38 -4.51 -1.54
Cl -2.44 -1.28 3.27
C -4.21 -0.32 -0.87
H -4.78 -2.74 -3.30
O -0.49 3.61 3.34
H 2.62 -0.78 -4.27
N 2.79 2.32 -3.95
C -0.64 -2.08 -0.62
H 2.42 -2.69 1.96
C 2.87 -4.18 -0.35
H 3.61 -6.12 -2.14
O 2.49 -2.91 -0.12
Cl 2.16 3.12 1.16
H -3.38 -2.83 -4.45
Cl -0.03 0.18 2.62
H 4.00 -2.41 1.19
H -0.33 -2.49 0.34
H -0.98 -1.05 -0.47
H 1.18 -0.34 -3.35
H -0.06 2.29 0.70
H 0.75 2.78 4.73
O -3.10 -3.60 -2.55
H -1.26 0.31 4.62
C 2.25 -0.18 -3.44
C 0.87 2.40 0.16
H -3.80 -0.70 -1.81
C -2.32 -2.59 -2.17
Cl -0.07 -1.68 4.90
C -1.53 3.00 3.86
H -4.29 2.33 2.29
O -2.52 3.05 2.99
C 2.92 -2.29 1.08
N 4.59 5.20 -3.01
C 2.55 1.22 -3.73